Entry from the Open Molecules 2025 dataset: C28H40CaNO2 as an isolated structure (ωB97M-V with the def2-TZVPD basis set).

Results
gap between HOMO and LUMO: 5.117 eV
F_max: 2.99 eV/A
DFT total energy: -1973.6907 Ha
relative energy (zero: lowest compared OMol25 entry of this formula, charge and spin): 0.0 kcal/mol
charge: -1

The geometry in XYZ format:
```
72
Properties=species:S:1:pos:R:3:lowdin_charge:R:1
O 0.283 -0.304 -5.055 -0.102
C 0.192 0.911 -5.913 -0.171
C 0.140 0.180 -7.223 -0.095
H 1.087 1.555 -5.864 0.131
H -0.722 1.483 -5.701 0.120
C 0.208 -1.055 -6.302 -0.581
H 1.059 0.306 -7.796 0.110
H -0.781 0.348 -7.781 0.117
C 1.473 -1.815 -6.640 -0.026
H 2.364 -1.198 -6.480 0.094
H 1.443 -2.099 -7.700 0.092
H 1.545 -2.728 -6.045 0.086
C -1.022 -1.919 -6.432 -0.019
H -1.934 -1.385 -6.146 0.093
H -0.887 -2.818 -5.828 0.087
H -1.135 -2.228 -7.476 0.090
Ca -0.145 -0.494 0.854 1.240
C -2.315 -1.069 2.302 -0.230
C -2.188 0.345 2.418 -0.225
C -2.456 0.922 1.148 -0.222
H -1.995 0.903 3.336 0.079
C -2.819 -0.134 0.258 -0.253
C -2.719 -1.363 0.964 -0.230
H -3.017 -2.347 0.573 0.088
H -2.196 -1.793 3.112 0.090
H -2.480 1.992 0.920 0.088
H -3.243 -0.009 -0.741 0.073
C 0.924 -2.466 2.336 -0.225
C 0.232 -3.176 1.312 -0.222
C 0.873 -2.892 0.069 -0.240
H -0.618 -3.845 1.464 0.086
C 1.952 -1.984 0.321 -0.245
C 1.967 -1.706 1.720 -0.248
H 2.644 -1.021 2.234 0.088
H 0.734 -2.549 3.409 0.079
H 0.631 -3.362 -0.895 0.082
H 2.670 -1.613 -0.416 0.086
O 0.701 0.383 -1.579 -0.206
C -0.375 -0.359 -2.243 -0.193
C -1.412 0.696 -2.665 -0.149
H -0.764 -1.200 -1.606 0.106
H 0.059 -0.820 -3.152 0.102
C -0.477 1.857 -3.046 -0.169
H -2.070 0.956 -1.802 0.083
H -2.066 0.347 -3.479 0.114
C 0.569 1.808 -1.934 -0.157
H -0.967 2.810 -3.285 0.122
H 0.113 1.532 -3.911 0.054
H 0.247 2.408 -1.060 0.103
H 1.575 2.096 -2.280 0.124
C 0.877 -0.353 7.361 -0.117
N 0.249 0.210 6.212 -0.310
C -0.969 0.950 6.332 -0.092
C 0.733 -0.144 4.899 -0.174
C 1.039 1.094 4.088 -0.272
C 1.565 2.250 4.726 -0.072
C 1.680 3.439 4.000 -0.139
C 1.349 3.457 2.637 -0.123
C 0.919 2.256 1.999 -0.173
C 0.759 1.121 2.742 -0.182
H 0.133 -0.659 8.107 0.069
H 1.555 0.373 7.841 0.068
H 1.483 -1.205 7.032 0.076
H -0.809 2.028 6.144 0.076
H -1.725 0.608 5.598 0.078
H -1.358 0.829 7.352 0.073
H 1.630 -0.779 5.030 0.119
H -0.035 -0.754 4.368 0.100
H 1.848 2.184 5.783 0.098
H 2.044 4.342 4.498 0.079
H 1.437 4.383 2.055 0.075
H 0.718 2.281 0.924 0.042
```



Entry from the Open Molecules 2025 dataset: C16H39O13PS2 as an isolated structure (ωB97M-V with the def2-TZVPD basis set).

Results
gap between HOMO and LUMO: 9.344 eV
F_max: 1.65 eV/A
DFT total energy: -2748.7604 Ha
relative energy (zero: lowest compared OMol25 entry of this formula, charge and spin): 0.0 kcal/mol
charge: 0

The geometry in XYZ format:
```
71
Properties=species:S:1:pos:R:3:lowdin_charge:R:1
C 4.093 1.385 0.497 -0.233
P 3.581 2.239 -1.019 0.781
O 2.935 1.004 -1.872 -0.282
O 2.182 2.991 -0.488 -0.591
S 2.074 4.543 -1.092 0.880
O 1.842 4.417 -2.492 -0.397
O 0.648 4.813 -0.379 -0.330
C -0.537 4.406 -1.101 -0.211
C -0.626 2.928 -1.393 -0.215
C -0.697 2.094 -0.115 -0.207
S -1.308 0.466 -0.476 0.565
O -2.166 0.070 0.576 -0.265
O -1.906 0.403 -1.766 -0.273
O -0.041 -0.483 -0.451 -0.140
H 3.290 1.237 1.204 0.042
H 4.896 1.953 0.944 0.035
H 4.491 0.428 0.184 0.041
H 3.186 1.192 -2.793 0.058
H -0.673 4.961 -2.021 0.121
H -1.360 4.661 -0.446 0.129
H 0.182 2.576 -2.015 0.100
H -1.533 2.769 -1.965 0.118
H -1.366 2.573 0.584 0.111
H 0.295 1.996 0.293 0.085
H 0.484 -0.312 -1.259 0.094
C -0.510 -0.443 8.645 -0.116
O -1.215 0.319 7.691 -0.194
C -0.854 1.689 7.661 -0.200
C -0.659 2.203 6.252 -0.186
O 0.472 1.686 5.572 -0.121
C 0.450 0.338 5.131 -0.183
C -0.512 0.046 4.001 -0.200
O -1.858 0.084 4.432 -0.186
C -2.748 0.653 3.490 -0.108
H -0.896 -0.267 9.655 0.087
H -0.649 -1.494 8.395 0.088
H 0.562 -0.222 8.621 0.087
H 0.057 1.868 8.242 0.123
H -1.670 2.263 8.120 0.127
H -0.469 3.276 6.334 0.127
H -1.568 2.089 5.660 0.117
H 0.298 -0.351 5.963 0.115
H 1.457 0.158 4.746 0.126
H -0.299 -0.961 3.617 0.132
H -0.342 0.766 3.192 0.117
H -2.305 1.526 3.000 0.077
H -3.638 0.979 4.029 0.090
H -3.035 -0.077 2.738 0.069
C 1.360 -5.065 -6.833 -0.115
O 0.813 -4.670 -5.594 -0.193
C 1.722 -3.984 -4.752 -0.200
C 1.107 -2.752 -4.126 -0.189
O 0.831 -1.690 -5.022 -0.125
C -0.250 -1.824 -5.934 -0.180
C -1.625 -1.815 -5.306 -0.198
O -1.881 -3.008 -4.588 -0.194
C -2.591 -2.804 -3.384 -0.098
H 1.999 -5.947 -6.719 0.088
H 0.531 -5.315 -7.493 0.088
H 1.934 -4.254 -7.294 0.087
H 2.627 -3.699 -5.300 0.123
H 2.012 -4.666 -3.942 0.128
H 1.855 -2.348 -3.436 0.123
H 0.232 -3.008 -3.526 0.118
H -0.119 -2.693 -6.582 0.115
H -0.184 -0.939 -6.571 0.127
H -2.372 -1.723 -6.106 0.128
H -1.709 -0.941 -4.651 0.121
H -2.248 -1.908 -2.859 0.063
H -2.411 -3.663 -2.738 0.089
H -3.668 -2.726 -3.570 0.090
```



Entry from the Open Molecules 2025 dataset: C31H48AuF2N3OP as an isolated structure (ωB97M-V with the def2-TZVPD basis set).

Results
gap between HOMO and LUMO: 5.230 eV
F_max: 1.55 eV/A
DFT total energy: -2125.3701 Ha
relative energy (zero: lowest compared OMol25 entry of this formula, charge and spin): 42.7 kcal/mol
charge: +3

The geometry in XYZ format:
```
87
Properties=species:S:1:pos:R:3:lowdin_charge:R:1
Au 0.186 0.122 0.030 1.188
F 3.374 -0.018 4.251 0.169
C 2.568 0.710 3.547 -0.252
C 1.978 0.124 2.407 -0.007
C 1.148 0.894 1.664 -0.135
C 0.849 2.241 1.976 -0.089
C 1.432 2.743 3.178 -0.199
F 1.161 3.963 3.568 0.151
C 2.290 2.009 3.952 0.128
C 0.037 2.994 1.048 -0.201
C -0.274 4.356 1.133 0.050
C -1.002 4.955 0.113 0.009
C -1.426 4.197 -0.965 -0.008
C -1.115 2.839 -0.982 -0.105
N -0.407 2.271 -0.014 0.016
H 2.197 -0.917 2.178 0.129
H 2.735 2.435 4.842 0.163
H 0.051 4.948 1.972 0.126
H -1.233 6.013 0.166 0.139
H -1.993 4.637 -1.777 0.133
H -1.458 2.190 -1.781 0.129
N 4.664 0.577 -3.787 0.219
C 3.535 -0.338 -3.379 -0.120
C 2.703 0.238 -2.223 -0.238
N 1.620 -0.685 -1.826 -0.023
H 5.204 0.167 -4.553 0.188
H 5.314 0.744 -3.020 0.180
H 4.324 1.482 -4.112 0.181
H 3.972 -1.291 -3.093 0.144
H 2.909 -0.496 -4.254 0.144
H 2.254 1.191 -2.512 0.124
H 3.335 0.420 -1.351 0.124
H 2.002 -1.581 -1.536 0.104
H 0.993 -0.865 -2.607 0.107
O -1.533 -1.200 0.337 -0.455
P -2.356 -1.277 1.650 0.872
C -3.589 -2.599 1.456 -0.312
C -4.650 -2.681 2.565 -0.182
C -5.713 -3.713 2.184 -0.162
C -6.494 -3.286 0.922 -0.168
C -5.717 -2.280 0.061 -0.191
C -4.221 -2.588 0.031 -0.169
C -3.015 0.400 1.970 -0.327
C -3.919 0.606 3.219 -0.159
C -5.310 1.121 2.840 -0.182
C -5.222 2.426 2.035 -0.162
C -4.151 2.359 0.919 -0.175
C -3.679 0.924 0.678 -0.200
C -1.196 -1.657 3.017 -0.334
C -0.228 -2.768 2.530 -0.213
C 0.650 -3.229 3.694 -0.177
C -0.197 -3.890 4.807 -0.165
C -1.679 -3.495 4.714 -0.185
C -1.806 -2.003 4.402 -0.162
H -2.936 -3.476 1.537 0.118
H -5.147 -1.717 2.694 0.099
H -4.201 -2.956 3.520 0.100
H -6.393 -3.849 3.023 0.120
H -5.228 -4.679 2.026 0.121
H -7.456 -2.856 1.196 0.116
H -6.742 -4.166 0.330 0.116
H -5.878 -1.270 0.456 0.088
H -6.110 -2.274 -0.955 0.121
H -3.699 -1.887 -0.622 0.090
H -4.087 -3.577 -0.412 0.128
H -2.072 0.956 2.096 0.096
H -3.454 1.330 3.892 0.127
H -4.027 -0.311 3.788 0.075
H -5.878 1.305 3.751 0.127
H -5.854 0.363 2.268 0.101
H -5.001 3.253 2.714 0.116
H -6.201 2.630 1.605 0.117
H -3.277 2.967 1.198 0.097
H -4.545 2.776 -0.010 0.115
H -2.953 0.894 -0.139 0.076
H -4.523 0.295 0.386 0.103
H -0.618 -0.725 3.088 0.096
H 0.381 -2.379 1.706 0.070
H -0.788 -3.620 2.137 0.115
H 1.200 -2.367 4.095 0.103
H 1.400 -3.934 3.332 0.116
H 0.198 -3.613 5.785 0.118
H -0.120 -4.975 4.745 0.117
H -2.172 -3.715 5.660 0.127
H -2.182 -4.085 3.941 0.108
H -1.278 -1.444 5.178 0.130
H -2.847 -1.703 4.466 0.075
```



Entry from the Open Molecules 2025 dataset: a 2-piece molecular cluster, C10H16 overall (ωB97M-V with the def2-TZVPD basis set).

Results
SMILES: CCc1ccccc1.CC
gap between HOMO and LUMO: 9.996 eV
F_max: 2.84 eV/A
DFT total energy: -390.5856 Ha
relative energy (zero: lowest compared OMol25 entry of this formula, charge and spin): 31.6 kcal/mol
charge: 0

The geometry in XYZ format:
```
26
Properties=species:S:1:pos:R:3:lowdin_charge:R:1
C -1.472 -2.257 -0.364 -0.092
C -0.753 -1.172 -1.194 -0.207
C -1.073 0.232 -0.728 -0.232
C -0.051 1.186 -0.888 -0.038
C -0.347 2.516 -0.545 -0.092
C -1.626 2.894 -0.172 -0.103
C -2.678 2.016 -0.375 -0.077
C -2.374 0.666 -0.569 -0.060
H -2.349 -1.843 0.122 0.052
H -0.858 -2.677 0.430 0.067
H -1.866 -3.018 -1.042 0.071
H 0.289 -1.527 -1.237 0.100
H -0.852 -1.192 -2.268 0.107
H 0.995 0.923 -0.824 0.090
H 0.361 3.275 -0.847 0.100
H -1.812 3.949 0.000 0.099
H -3.714 2.316 -0.327 0.101
H -3.242 0.037 -0.742 0.113
C 2.897 -1.186 0.753 -0.150
C 2.969 -0.406 2.085 -0.163
H 2.372 -0.533 0.063 0.029
H 3.899 -1.428 0.412 0.058
H 2.400 -2.147 0.872 0.060
H 2.332 -0.898 2.819 0.055
H 2.597 0.617 2.018 0.055
H 3.955 -0.344 2.548 0.058
```